--- one ---
# C17H19NO

A cluster of 2 separate species, C17H19NO in total (ωB97M-V/def2-TZVPD, OMol25).

Calculated values
Gap between HOMO and LUMO (Ha): 0.319
LUMO (eV): 0.6
SMILES string: Cc1c[nH]c2ccccc12.CCc1ccc(O)cc1
E_HOMO (eV): -8.055
Charge: 0

Each line ends with the natural charge from an NBO analysis.
Element x y z (Å)
C -1.029 1.511 4.161  -0.63
C -0.844 0.271 3.320  -0.07
C -1.715 -0.757 3.393  -0.03
N -1.263 -1.873 2.682  -0.57
C -0.108 -1.419 2.000  0.22
C 0.694 -2.184 1.177  -0.26
C 1.883 -1.589 0.757  -0.22
C 2.347 -0.398 1.305  -0.25
C 1.539 0.326 2.176  -0.19
C 0.256 -0.124 2.472  -0.12
H -2.070 1.817 4.187  0.22
H -0.389 2.316 3.802  0.22
H -0.659 1.309 5.171  0.22
H -2.628 -0.737 3.965  0.21
H -1.886 -2.471 2.161  0.40
H 0.439 -3.185 0.865  0.22
H 2.495 -2.182 0.091  0.21
H 3.316 -0.012 1.023  0.22
H 1.775 1.265 2.669  0.21
C 2.408 1.213 -3.274  -0.60
C 1.805 -0.045 -2.643  -0.44
C 0.311 0.134 -2.456  0.04
C -0.222 0.265 -1.156  -0.21
C -1.594 0.320 -1.015  -0.28
C -2.391 0.365 -2.171  0.29
O -3.707 0.793 -2.064  -0.69
C -1.899 0.201 -3.441  -0.28
C -0.509 0.074 -3.558  -0.21
H 2.134 2.068 -2.649  0.20
H 2.036 1.425 -4.274  0.20
H 3.501 1.164 -3.237  0.20
H 2.004 -0.944 -3.234  0.20
H 2.333 -0.244 -1.710  0.21
H 0.497 0.396 -0.364  0.23
H -2.086 0.243 -0.057  0.21
H -4.099 0.449 -1.280  0.47
H -2.613 0.243 -4.250  0.23
H -0.063 -0.002 -4.545  0.21

***

--- two ---
# C17H19NO

A cluster of 2 separate species, C17H19NO in total (ωB97M-V/def2-TZVPD, OMol25).

Calculated values
Gap between HOMO and LUMO (Ha): 0.311
LUMO (eV): 0.8
SMILES string: Cc1c[nH]c2ccccc12.CCc1ccc(O)cc1
E_HOMO (eV): -7.633
Charge: 0

Each line ends with the natural charge from an NBO analysis.
Element x y z (Å)
C -1.842 3.031 1.074  -0.63
C -1.229 1.794 1.568  -0.08
C -2.043 0.761 2.076  -0.02
N -1.307 -0.442 2.402  -0.54
C 0.078 0.107 2.314  0.18
C 1.162 -0.705 2.546  -0.25
C 2.331 -0.003 2.328  -0.21
C 2.431 1.285 1.730  -0.23
C 1.330 1.890 1.163  -0.21
C 0.130 1.396 1.620  -0.09
H -1.375 4.060 1.145  0.22
H -2.854 3.126 1.602  0.22
H -2.060 2.930 0.068  0.21
H -3.071 0.797 2.366  0.20
H -1.461 -0.887 3.171  0.37
H 1.147 -1.769 2.792  0.23
H 3.230 -0.584 2.553  0.20
H 3.454 1.471 1.423  0.21
H 1.371 2.830 0.620  0.22
C 2.286 -0.629 -3.130  -0.61
C 1.861 -0.215 -1.646  -0.42
C 0.465 -0.737 -1.365  -0.02
C 0.170 -1.926 -0.750  -0.23
C -1.038 -2.546 -0.880  -0.22
C -2.122 -1.834 -1.435  0.26
O -3.347 -2.466 -1.494  -0.72
C -1.943 -0.544 -1.908  -0.26
C -0.677 -0.015 -1.875  -0.20
H 1.654 -0.093 -3.901  0.21
H 2.310 -1.739 -3.242  0.21
H 3.354 -0.303 -3.108  0.21
H 2.518 -0.787 -0.898  0.21
H 1.916 0.905 -1.468  0.22
H 1.050 -2.534 -0.407  0.20
H -1.098 -3.678 -0.357  0.22
H -3.487 -3.164 -2.269  0.49
H -2.796 0.202 -2.150  0.23
H -0.499 1.018 -2.281  0.21

***

one is preferred energetically. Next in line: 63.6 kcal/mol higher.